# C5H12I2N

A structure of composition C5H12I2N at a distorted geometry (the ωB97M-V functional and the def2-TZVPD basis, OMol25).

The HOMO-LUMO gap is 9.286 eV. As for the highest occupied orbital energy: -13.102 eV. The LUMO energy comes out at -3.82 eV. Its energy relative to the best compared isomer or geometry (same formula, charge and spin) is 2.0962 eV. As for the total charge: +1. Its multiplicity is 1.

Each line ends with the Mulliken charge.
Element x y z (Å)
C 0.525 -1.552 -0.262  -1.099
C 1.050 -0.397 1.807  -1.642
C -0.028 -0.629 0.788  0.138
C -0.480 0.640 0.097  -0.816
C -1.844 0.377 -1.339  -0.697
N 0.623 1.295 -0.557  -0.151
I -3.480 1.521 -0.679  0.239
I -1.073 0.863 -3.281  0.207
H -0.274 -1.939 -0.993  0.255
H 1.197 -0.953 -0.926  0.311
H 1.051 -2.297 0.208  0.486
H 1.374 -1.355 2.299  0.391
H 0.766 0.261 2.593  0.361
H 1.995 -0.100 1.289  0.455
H -0.880 -0.970 1.304  0.338
H -1.012 1.451 0.725  0.772
H -2.061 -0.658 -1.249  0.559
H 1.440 1.152 0.117  0.279
H 0.353 2.322 -0.365  0.423
H 0.757 0.968 -1.576  0.192

Force components x, y, z for each atom (eV/Å):
C -2.2 1.4 -3.0
C 1.7 -1.1 0.0
C -0.1 0.7 -0.8
C -4.0 0.4 -1.0
C 2.5 1.3 2.5
N 1.2 2.5 1.4
I -0.1 0.0 -0.2
I -0.2 -0.3 0.7
H 1.2 0.2 1.3
H 0.0 -0.8 0.5
H 1.2 -2.1 0.6
H -0.6 0.8 -0.5
H 0.0 0.8 0.6
H -0.4 0.2 0.6
H -1.2 -0.9 0.5
H 0.8 -1.7 -0.7
H -0.2 -0.7 -0.2
H -0.6 0.0 -1.6
H 1.1 -1.6 -1.8
H 0.0 1.0 1.3



# C5H12IN2

The ion C5H12IN2 with charge +1 at a distorted geometry (the ωB97M-V functional and the def2-TZVPD basis, OMol25).

The HOMO-LUMO gap (spin up / spin down) is 7.233 / 7.242 eV. As for the highest occupied orbital energy (spin up / spin down): -12.965 / -12.969 eV. The LUMO energy (spin up / spin down) comes out at -5.73 / -5.73 eV. Its energy relative to the best compared isomer or geometry (same formula, charge and spin) is 6.3583 eV. As for the total charge: +1. Its multiplicity is 1.

Each line ends with the Mulliken charge.
Element x y z (Å)
C 0.650 -0.513 -0.864  0.419
C -0.546 -0.819 0.222  -0.668
C 0.310 0.553 -1.908  -1.656
C 2.690 -0.539 0.419  -0.730
C -2.592 0.429 1.307  -0.901
N 1.588 0.107 0.030  -0.317
N -1.252 0.362 0.856  0.014
I -4.100 0.667 -0.280  0.189
H 0.911 -1.481 -1.280  0.537
H -0.157 -1.439 1.052  0.358
H 1.208 0.718 -2.311  0.452
H -0.103 1.436 -1.481  0.516
H -0.293 0.108 -2.616  0.417
H 2.496 -1.628 0.349  0.351
H 3.462 -0.208 -0.332  0.318
H 3.036 -0.365 1.501  0.265
H -2.714 -0.380 2.006  0.507
H -2.838 1.386 1.881  0.416
H -1.133 0.883 -0.029  0.129
H -0.624 0.724 1.478  0.384

Force components x, y, z for each atom (eV/Å):
C -0.7 1.7 1.3
C 2.8 -1.0 1.0
C -1.7 -2.0 2.6
C 2.4 -2.9 2.2
C -3.1 1.2 1.2
N -5.5 1.2 -0.7
N 1.4 0.1 -5.3
I 0.9 -0.6 0.7
H 0.2 -0.1 -0.1
H -0.5 -0.1 -0.5
H 3.4 1.4 -1.9
H -0.2 0.8 0.2
H -1.6 -0.6 -1.6
H 0.9 0.1 -0.3
H -0.1 -0.4 0.7
H -0.3 0.3 -1.7
H -0.8 -0.5 -0.1
H 1.1 -1.3 -0.8
H -0.5 1.2 0.7
H 1.9 1.5 2.4



# C5H12LaO3

A structure of composition C5H12LaO3 at a distorted geometry (the ωB97M-V functional and the def2-TZVPD basis, OMol25).

The HOMO-LUMO gap (spin up / spin down) is 3.657 / 3.584 eV. The expectation value of S² is 0.751. As for the highest occupied orbital energy (spin up / spin down): -13.611 / -13.611 eV. The LUMO energy (spin up / spin down) comes out at -9.95 / -10.03 eV. Its energy relative to the best compared isomer or geometry (same formula, charge and spin) is 0.0897 eV. As for the total charge: +2. Its multiplicity is 2.

Each line ends with the Löwdin spin population.
Element x y z (Å)
C 2.366 -3.326 -0.537  0.001
C 2.903 -1.975 -0.795  0.008
O 3.509 -1.300 0.051  0.019
La 5.578 0.483 0.094  0.971
H 2.526 -3.644 0.498  0.000
H 2.845 -4.012 -1.255  0.000
H 1.296 -3.351 -0.783  0.001
H 2.897 -1.616 -1.838  0.000
O -0.112 -0.103 0.005  0.000
H 0.575 0.142 0.673  0.000
C -3.709 1.721 1.206  0.000
O -2.742 1.068 0.425  0.000
C -1.584 1.835 0.218  0.000
C -0.599 1.064 -0.630  0.000
H -4.567 1.046 1.309  0.000
H -3.318 1.960 2.210  0.000
H -4.043 2.658 0.727  0.000
H -1.123 2.102 1.188  0.000
H -1.832 2.779 -0.302  0.000
H 0.229 1.735 -0.909  0.000
H -1.094 0.734 -1.555  0.000

Force components x, y, z for each atom (eV/Å):
C -0.1 0.3 0.2
C 0.5 -0.6 -0.1
O 1.0 1.0 -0.3
La -1.1 -1.0 0.2
H 0.0 0.1 -0.3
H -0.1 0.1 0.2
H 0.1 0.1 0.0
H -0.4 0.0 0.2
O 1.5 -0.3 0.8
H -1.2 -0.1 -0.7
C -0.4 0.3 0.3
O 0.5 -0.2 -0.3
C -0.3 0.2 0.1
C -0.3 0.4 -0.3
H 0.3 0.2 -0.1
H -0.1 -0.1 -0.2
H 0.1 -0.2 0.1
H 0.0 0.0 -0.1
H 0.1 -0.1 0.1
H -0.2 0.0 0.0
H 0.1 0.0 0.3



Energy values (in eV) by entry order: -23062.230; -16447.801; -12360.842.